This record from OMol25 describes C51H40ClGeIN3O10SV as an isolated structure. The level of theory is ωB97M-V with the def2-TZVPD basis set.

Summary:
expectation value of S²	2.01
spin multiplicity	3
total charge	-2
relative energy (zero: lowest compared OMol25 entry of this formula, charge and spin)	80.3	kJ/mol
LUMO level (alpha / beta)	3.8 / 3.8	eV
calculated total energy	-7061.2832	Eh

Structure (XYZ):
```
109
C51H40ClGeIN3O10SV ωB97M-V with the def2-TZVPD basis set
V -0.65 0.68 1.33
C -6.83 -2.46 1.06
C -5.64 -2.26 2.00
C -5.52 -1.04 2.68
C -4.34 -0.74 3.33
C -3.28 -1.65 3.21
C -3.33 -2.82 2.49
C -4.52 -3.10 1.90
S -1.74 -1.04 4.08
O -0.82 -2.17 3.97
O -2.28 -0.68 5.40
N -1.25 0.23 3.30
C -1.11 1.47 4.14
C 0.09 2.23 3.63
O 0.70 3.02 4.35
O 0.32 2.03 2.34
H -6.84 -3.50 0.76
H -6.50 -1.90 0.23
H -7.75 -2.03 1.38
H -6.28 -0.24 2.61
H -4.23 0.08 3.99
H -2.48 -3.50 2.35
H -4.65 -4.00 1.31
H -0.90 1.20 5.16
H -2.02 2.09 4.17
O 2.04 -3.21 4.69
C 2.85 -2.21 4.96
O 3.51 -2.23 6.00
C 2.77 -1.04 4.09
C 3.62 0.01 4.18
Cl 4.69 0.47 5.44
N 3.47 0.78 3.04
N 2.61 0.22 2.19
C 2.16 -0.84 2.85
C 1.18 -1.67 2.11
O 1.17 -2.89 2.26
O 0.37 -1.08 1.30
C 4.08 2.03 2.67
C 3.28 3.04 2.23
C 3.80 4.28 2.05
C 5.19 4.50 2.27
C 5.97 3.42 2.61
C 5.39 2.17 2.87
H 1.51 -3.13 3.82
H 2.26 2.75 2.03
H 3.13 5.10 1.76
H 5.53 5.56 2.23
H 7.07 3.49 2.80
H 6.02 1.27 3.00
I -1.86 -1.11 -0.63
C -3.72 0.04 -0.43
C -4.71 -0.28 -1.28
C -5.91 0.56 -1.35
C -5.88 1.69 -0.65
C -4.78 2.08 0.12
C -4.80 3.44 0.59
C -3.69 3.80 1.31
C -2.65 2.94 1.61
C -2.55 1.61 1.14
C -3.67 1.25 0.35
H -4.68 -1.24 -1.79
H -6.74 0.23 -2.01
H -6.69 2.35 -0.57
H -5.53 4.17 0.46
H -3.69 4.79 1.71
H -1.79 3.37 2.16
O 0.61 3.42 -0.89
C 0.93 2.25 -0.79
O 0.16 1.28 -0.39
C 2.24 1.88 -1.43
C 2.63 0.40 -1.45
Ge 1.87 -0.63 -2.91
C 1.98 -2.51 -2.55
C 2.11 -3.40 -3.65
C 2.26 -4.73 -3.47
C 1.99 -5.20 -2.14
C 1.86 -4.37 -1.04
C 1.85 -3.02 -1.28
C 0.08 -0.18 -3.52
C -0.58 1.00 -3.30
C -1.86 1.25 -3.84
C -2.54 0.22 -4.58
C -1.82 -0.94 -4.89
C -0.55 -1.10 -4.33
C 3.15 -0.23 -4.37
C 4.54 -0.24 -4.12
C 5.42 -0.03 -5.21
C 4.89 0.11 -6.47
C 3.55 0.25 -6.68
C 2.65 0.03 -5.69
H 3.06 2.25 -0.76
H 2.39 2.30 -2.42
H 2.15 -0.06 -0.56
H 3.71 0.26 -1.32
H 2.18 -3.03 -4.67
H 2.28 -5.50 -4.23
H 1.85 -6.25 -2.09
H 1.63 -4.65 -0.05
H 1.76 -2.37 -0.37
H -0.29 1.81 -2.67
H -2.32 2.19 -3.62
H -3.57 0.41 -4.82
H -2.26 -1.68 -5.48
H -0.14 -2.05 -4.49
H 4.87 -0.32 -3.13
H 6.43 -0.11 -4.97
H 5.64 0.20 -7.28
H 3.21 0.49 -7.70
H 1.59 0.24 -5.73
```

***

This record from OMol25 describes C35H35N4OP2Pd as an isolated structure. The level of theory is ωB97M-V with the def2-TZVPD basis set.

Summary:
expectation value of S²	6.04
spin multiplicity	5
total charge	+3
relative energy (zero: lowest compared OMol25 entry of this formula, charge and spin)	76.8	kJ/mol
LUMO level (alpha / beta)	-8.0 / -12.1	eV
calculated total energy	-2458.5591	Eh

Structure (XYZ):
```
78
C35H35N4OP2Pd ωB97M-V with the def2-TZVPD basis set
Pd -0.01 0.06 0.11
C 2.66 -0.69 2.19
P 0.84 -0.52 2.44
C 0.14 -2.17 2.60
C -1.26 -2.23 2.61
C -1.91 -3.44 2.83
C -1.15 -4.59 3.05
C 0.23 -4.53 3.05
C 0.89 -3.33 2.82
C 0.67 0.28 4.05
C 0.19 -0.44 5.15
C 0.12 0.19 6.39
C 0.48 1.52 6.51
C 0.95 2.24 5.41
C 1.03 1.62 4.18
C 2.91 -1.08 0.78
C 3.93 -1.91 0.21
C 3.70 -1.92 -1.13
C 2.54 -1.09 -1.36
C 1.91 -0.70 -2.64
P 0.45 0.40 -2.36
C 0.90 2.04 -2.99
C 0.14 3.12 -2.55
C 0.35 4.38 -3.08
C 1.33 4.57 -4.04
C 2.10 3.50 -4.47
C 1.89 2.23 -3.95
C -0.92 -0.19 -3.37
C -1.02 -1.53 -3.76
C -2.04 -1.93 -4.59
C -3.02 -1.02 -4.99
C -2.95 0.31 -4.58
C -1.92 0.72 -3.77
N 2.10 -0.60 -0.19
H 3.08 -1.40 2.91
H 3.11 0.29 2.39
H -1.84 -1.32 2.46
H -2.99 -3.48 2.84
H -1.65 -5.53 3.22
H 0.81 -5.42 3.24
H 1.97 -3.30 2.83
H -0.09 -1.48 5.06
H -0.21 -0.37 7.25
H 0.39 2.02 7.47
H 1.24 3.28 5.53
H 1.41 2.17 3.33
H 4.73 -2.40 0.75
H 4.28 -2.43 -1.89
H 1.67 -1.58 -3.25
H 2.65 -0.14 -3.21
H -0.61 2.98 -1.79
H -0.26 5.22 -2.75
H 1.50 5.56 -4.45
H 2.86 3.64 -5.22
H 2.49 1.42 -4.34
H -0.29 -2.26 -3.43
H -2.08 -2.96 -4.94
H -3.84 -1.35 -5.61
H -3.70 1.02 -4.90
H -1.85 1.77 -3.48
C -0.16 -3.29 -0.70
O -0.90 -2.06 -0.57
H -0.57 -3.90 -1.51
H -0.18 -3.85 0.23
H 0.87 -3.03 -0.93
H -1.81 -2.29 -0.36
N -1.32 4.51 0.67
C -1.83 3.31 0.41
C -1.28 2.10 0.92
N -1.86 0.93 0.62
C -2.94 0.89 -0.15
C -3.48 2.10 -0.62
N -2.91 3.25 -0.38
H -0.54 4.65 1.29
H -1.84 5.32 0.37
H -0.56 2.13 1.73
H -3.38 -0.06 -0.38
H -4.36 2.10 -1.25
```

***

This record from OMol25 describes a 2-piece molecular cluster, C4H11NO2 overall. The level of theory is ωB97M-V with the def2-TZVPD basis set.

Summary:
relative energy (zero: lowest compared OMol25 entry of this formula, charge and spin)	154.0	kJ/mol
LUMO level	0.7	eV
calculated total energy	-364.2095	Eh

Structure (XYZ):
```
18
C4H11NO2 ωB97M-V with the def2-TZVPD basis set
C 1.47 1.94 -0.23
N 0.75 1.30 -1.17
C 0.88 -0.92 -0.15
C -0.05 0.09 -0.90
C -1.32 0.62 -0.25
O 1.04 2.25 0.90
H 2.50 2.27 -0.54
H 1.14 1.50 -2.06
H 1.21 -0.50 0.86
H 0.43 -1.94 -0.10
H 1.71 -1.12 -0.86
H -0.37 -0.46 -1.79
H -1.98 1.20 -0.89
H -1.04 1.21 0.49
H -1.93 -0.16 0.16
H -1.33 -1.72 2.01
H -1.24 -3.05 2.47
O -1.88 -2.49 2.05
```

***

This record from OMol25 describes a 3-piece molecular cluster, C3H14N2O2 overall. The level of theory is ωB97M-V with the def2-TZVPD basis set.

Summary:
relative energy (zero: lowest compared OMol25 entry of this formula, charge and spin)	166.5	kJ/mol
LUMO level	0.7	eV
calculated total energy	-382.6364	Eh

Structure (XYZ):
```
21
C3H14N2O2 ωB97M-V with the def2-TZVPD basis set
N 0.61 2.13 1.26
C 0.18 1.38 0.10
C 1.28 0.35 -0.35
C 0.83 -1.09 -0.60
N 0.85 -2.09 0.50
H 0.11 2.95 1.54
H 1.58 2.13 1.50
H -0.75 0.88 0.36
H -0.01 2.13 -0.70
H 2.15 0.24 0.29
H 1.43 0.68 -1.38
H -0.09 -0.98 -1.20
H 1.51 -1.47 -1.39
H 0.77 -3.00 0.07
H -0.03 -1.85 0.96
H -0.97 0.43 1.81
H -2.07 0.57 2.79
O -1.69 -0.11 2.19
H -2.34 -0.43 -2.60
H -1.31 -1.57 -2.89
O -2.03 -1.28 -2.28
```

***

This record from OMol25 describes C37H37BrFMoN5O3 as an isolated structure. The level of theory is ωB97M-V with the def2-TZVPD basis set.

Summary:
expectation value of S²	2.05
spin multiplicity	3
total charge	+2
LUMO level (alpha / beta)	-5.4 / -5.6	eV
calculated total energy	-4673.2410	Eh

Structure (XYZ):
```
85
C37H37BrFMoN5O3 ωB97M-V with the def2-TZVPD basis set
Mo -0.07 -0.19 -0.18
C 5.70 -1.64 4.59
C 5.49 -0.19 4.15
N 4.58 -0.11 3.01
C 3.26 -0.01 3.28
C 2.30 0.02 2.31
C 0.83 -0.03 2.66
O 0.40 0.37 3.71
O 0.12 -0.60 1.73
C 2.67 0.02 0.93
O 1.82 0.18 -0.02
C 4.07 -0.20 0.65
C 4.49 -0.36 -0.67
C 5.82 -0.58 -0.95
F 6.18 -0.70 -2.25
C 6.78 -0.66 0.06
C 6.34 -0.52 1.38
C 5.01 -0.28 1.71
N 8.14 -0.88 -0.18
C 8.55 -1.54 -1.40
C 9.92 -2.17 -1.17
N 10.89 -1.11 -0.78
C 10.43 -0.39 0.43
C 9.05 0.20 0.16
H 6.40 -1.67 5.42
H 6.09 -2.25 3.77
H 4.76 -2.07 4.92
H 6.44 0.28 3.89
H 5.05 0.37 4.97
H 2.96 0.05 4.31
H 3.78 -0.29 -1.48
H 7.09 -0.62 2.15
H 8.60 -0.85 -2.26
H 7.84 -2.32 -1.64
H 10.26 -2.67 -2.08
H 9.86 -2.90 -0.36
H 10.96 -0.44 -1.56
H 11.82 -1.52 -0.63
H 11.15 0.39 0.69
H 10.37 -1.11 1.25
H 9.12 0.94 -0.66
H 8.70 0.72 1.05
C -2.10 -4.50 0.20
C -3.12 -3.35 0.27
C -2.41 -2.13 0.04
N -1.69 -1.24 -0.16
H -2.61 -5.43 0.41
H -1.31 -4.36 0.94
H -1.66 -4.55 -0.79
H -3.60 -3.33 1.26
H -3.90 -3.48 -0.49
Br -4.22 5.16 0.37
C -2.98 3.72 0.23
C -2.37 3.47 -0.99
C -1.50 2.40 -1.10
C -1.22 1.57 -0.01
C -1.83 1.86 1.21
C -2.70 2.93 1.34
H -2.59 4.08 -1.85
H -1.05 2.22 -2.06
H -1.63 1.26 2.09
H -3.18 3.13 2.28
C 3.08 2.06 -4.20
C 2.63 2.53 -2.97
C 1.66 1.83 -2.27
C 1.13 0.65 -2.79
C 1.58 0.19 -4.03
C 2.55 0.90 -4.73
N 0.16 -0.06 -2.06
C -0.73 -0.81 -2.87
C -1.62 -0.17 -3.74
C -2.51 -0.91 -4.49
C -2.51 -2.29 -4.41
C -1.60 -2.94 -3.59
C -0.72 -2.20 -2.82
H 3.82 2.62 -4.75
H 3.02 3.45 -2.57
H 1.29 2.22 -1.33
H 1.17 -0.71 -4.45
H 2.88 0.53 -5.69
H -1.61 0.91 -3.82
H -3.22 -0.40 -5.13
H -3.20 -2.86 -5.01
H -1.58 -4.01 -3.55
H 0.02 -2.69 -2.18
```

***

This record from OMol25 describes a 2-piece molecular cluster, C2H5NO4 overall. The level of theory is ωB97M-V with the def2-TZVPD basis set.

Summary:
relative energy (zero: lowest compared OMol25 entry of this formula, charge and spin)	191.0	kJ/mol
LUMO level	0.1	eV
calculated total energy	-434.9214	Eh

Structure (XYZ):
```
12
C2H5NO4 ωB97M-V with the def2-TZVPD basis set
O -0.77 -1.39 -0.60
C -0.26 -1.05 0.50
N 0.85 -0.27 0.65
C 1.64 0.60 -0.15
O 1.51 0.05 -1.38
O 2.58 1.26 0.15
H -0.44 -1.72 1.34
H 0.93 -0.07 1.57
H 0.84 -0.66 -1.39
H -2.92 1.40 0.10
H -1.98 0.50 -0.65
O -1.97 1.35 -0.15
```

***

This record from OMol25 describes C36H35F10N4RbSi as an isolated structure. The level of theory is ωB97M-V with the def2-TZVPD basis set.

Summary:
total charge	-2
relative energy (zero: lowest compared OMol25 entry of this formula, charge and spin)	0.0	kJ/mol
LUMO level	3.9	eV
calculated total energy	-2924.0457	Eh

Structure (XYZ):
```
87
C36H35F10N4RbSi ωB97M-V with the def2-TZVPD basis set
Rb -0.06 0.65 -1.28
C -2.02 0.35 -5.02
N -1.31 -0.16 -3.86
C -0.05 -0.80 -4.23
C 1.04 0.20 -4.63
N 1.92 0.49 -3.51
C 3.01 1.18 -3.73
C 3.48 1.83 -4.92
F 2.71 1.86 -6.04
C 4.68 2.51 -5.00
F 5.03 3.10 -6.17
C 5.53 2.64 -3.92
F 6.72 3.28 -4.02
C 5.13 2.05 -2.73
F 5.93 2.14 -1.65
C 3.94 1.37 -2.64
F 3.61 0.83 -1.44
C -2.15 -1.05 -3.08
C -3.37 -0.38 -2.44
N -2.94 0.73 -1.62
C -3.79 1.37 -0.86
C -3.31 2.48 -0.08
F -1.99 2.80 -0.21
C -4.06 3.24 0.77
F -3.50 4.25 1.46
C -5.42 2.99 0.94
F -6.18 3.73 1.79
C -5.96 1.95 0.21
F -7.28 1.67 0.34
C -5.20 1.18 -0.65
F -5.86 0.19 -1.31
H -1.36 0.98 -5.61
H -2.87 0.94 -4.71
H -2.38 -0.47 -5.67
H -0.21 -1.54 -5.04
H 0.31 -1.35 -3.36
H 0.56 1.11 -5.01
H 1.59 -0.23 -5.48
H -1.54 -1.47 -2.28
H -2.51 -1.90 -3.70
H -3.88 -1.17 -1.86
H -4.08 -0.07 -3.22
C 0.44 -2.23 -0.37
Si 0.66 -2.00 1.39
C 1.68 -0.42 1.84
N 1.13 0.88 1.43
C -0.02 1.33 2.21
C 0.34 1.82 3.62
C 1.39 2.93 3.53
C 2.59 2.46 2.71
C 2.12 1.94 1.35
C -1.04 -1.87 2.24
C -1.20 -1.83 3.63
C -2.44 -1.57 4.21
C -3.55 -1.33 3.40
C -3.41 -1.38 2.02
C -2.17 -1.65 1.45
C 1.60 -3.28 2.47
C 0.96 -4.36 3.09
C 1.66 -5.36 3.75
C 3.05 -5.31 3.82
C 3.71 -4.25 3.22
C 3.00 -3.26 2.56
H -0.15 -3.11 -0.65
H 1.33 -2.15 -1.00
H 2.63 -0.54 1.32
H 1.92 -0.45 2.92
H -0.76 0.53 2.27
H -0.49 2.17 1.67
H 0.73 0.99 4.21
H -0.57 2.18 4.12
H 1.70 3.25 4.53
H 0.94 3.81 3.04
H 3.11 1.66 3.25
H 3.31 3.28 2.57
H 2.97 1.59 0.76
H 1.66 2.78 0.80
H -0.34 -2.00 4.27
H -2.53 -1.53 5.29
H -4.50 -1.10 3.85
H -4.27 -1.17 1.39
H -2.06 -1.64 0.37
H -0.13 -4.42 3.05
H 1.13 -6.18 4.22
H 3.60 -6.09 4.34
H 4.80 -4.20 3.27
H 3.54 -2.45 2.09
```

***

This record from OMol25 describes CH8N3Si as an isolated structure. The level of theory is ωB97M-V with the def2-TZVPD basis set.

Summary:
total charge	+1
relative energy (zero: lowest compared OMol25 entry of this formula, charge and spin)	528.4	kJ/mol
LUMO level	-5.5	eV
calculated total energy	-496.2895	Eh

Structure (XYZ):
```
13
CH8N3Si ωB97M-V with the def2-TZVPD basis set
C 0.94 -0.03 0.07
N 1.91 0.89 0.15
N 1.28 -1.32 -0.27
N -0.40 0.25 0.06
Si -2.01 -0.20 0.07
H 2.90 0.77 -0.15
H 1.57 1.88 0.19
H 2.05 -1.61 0.30
H 0.53 -2.08 -0.39
H -1.07 -0.05 -2.06
H -2.90 -1.25 -0.32
H -0.99 -0.23 -1.39
H -2.59 1.09 0.18
```

***

- The highest calculated total energy belongs to which entry?
  C4H11NO2

***

- Number 3 is which compound?
  C4H11NO2